No. 1
{"formula": "C6H9N2", "method": "ωB97M-V/def2-TZVPD", "charge": 1, "fmax_ha_per_bohr": 0.0750, "homo_energy_ev": -12.8, "homo_lumo_gap_ev": 8.5, "lumo_ev": -4.30, "e_above_lowest_ev": 3.636, "symbols": ["C", "C", "C", "C", "C", "C", "N", "N", "H", "H", "H", "H", "H", "H", "H", "H", "H"], "xyz": [[0.22, -2.29, -0.31], [1.30, -1.56, -0.77], [-0.42, -1.62, 0.69], [1.39, -0.37, 0.02], [0.17, -0.29, 0.87], [2.49, 0.40, 0.07], [3.43, 1.07, 0.16], [-1.65, 1.45, -0.43], [-0.11, -3.17, -0.75], [2.02, -1.83, -1.49], [-1.16, -1.97, 1.42], [-0.78, 0.47, 0.16], [0.35, 0.26, 1.83], [-1.45, 1.38, -1.35], [4.39, 1.33, 0.54], [-1.34, 2.22, 0.03], [-2.63, 1.35, -0.42]], "lowdin_charge": [-0.0747, 0.0378, -0.0289, -0.2407, -0.1481, -0.0435, 0.2993, 0.1654, 0.1010, 0.1171, 0.1293, 0.1566, 0.1474, 0.0501, 0.1903, 0.0536, 0.0881]}



No. 2
{"formula": "C2H3F2NO", "method": "ωB97M-V/def2-TZVPD", "charge": 0, "fmax_ha_per_bohr": 0.0838, "homo_energy_ev": [-9.3, -9.3], "homo_lumo_gap_ev": [9.8, 9.8], "lumo_ev": [0.45, 0.45], "e_above_lowest_ev": 7.924, "symbols": ["C", "C", "N", "O", "F", "F", "H", "H", "H"], "xyz": [[1.36, -0.38, 0.09], [0.27, 0.56, -0.03], [-1.62, -0.32, 0.31], [1.10, 0.59, 1.11], [-2.31, 0.83, 0.29], [-1.80, -0.86, -0.96], [0.91, -1.35, 0.19], [2.22, -0.50, -0.47], [-0.14, 1.41, -0.54]], "lowdin_charge": [-0.1095, -0.0464, -0.0063, 0.0193, -0.0751, -0.1035, 0.1069, 0.0946, 0.1201]}



No. 3
{"formula": "C2H12NO2", "method": "ωB97M-V/def2-TZVPD", "charge": 1, "fmax_ha_per_bohr": 0.0822, "homo_energy_ev": -14.3, "homo_lumo_gap_ev": 10.9, "lumo_ev": -3.38, "e_above_lowest_ev": 2.323, "symbols": ["C", "N", "C", "H", "H", "H", "H", "H", "H", "H", "H", "H", "H", "O", "H", "H", "O"], "xyz": [[0.50, -0.28, 1.37], [0.99, 0.03, -0.05], [-0.10, -0.12, -1.07], [1.32, -0.59, 2.06], [0.29, 0.62, 2.00], [-0.25, -1.00, 1.47], [1.65, -0.82, -0.38], [1.44, 0.98, -0.30], [-0.08, 0.68, -1.88], [-1.11, -0.12, -0.63], [0.04, -0.88, -1.77], [-3.50, -1.48, 1.64], [-4.26, -0.65, 2.66], [-3.31, -0.92, 2.42], [2.85, 1.21, -2.58], [1.65, 2.07, -2.72], [1.87, 1.27, -2.26]], "lowdin_charge": [-0.0083, -0.0420, -0.0634, 0.1102, 0.1183, 0.0714, 0.2299, 0.1763, 0.1034, 0.1128, 0.0765, 0.0319, 0.0801, -0.1073, 0.1400, 0.0590, -0.0888]}



No. 4
{"formula": "C14H36BBr10N4O8", "method": "ωB97M-V/def2-TZVPD", "charge": 3, "fmax_ha_per_bohr": 0.0864, "homo_energy_ev": -12.8, "homo_lumo_gap_ev": 4.5, "lumo_ev": -8.32, "e_above_lowest_ev": 2.843, "symbols": ["N", "H", "H", "H", "H", "N", "H", "H", "H", "H", "N", "H", "H", "H", "H", "N", "H", "H", "H", "H", "O", "C", "O", "B", "O", "C", "O", "O", "C", "O", "C", "O", "O", "Br", "C", "C", "Br", "H", "H", "H", "H", "Br", "C", "C", "Br", "H", "H", "H", "H", "Br", "C", "C", "Br", "H", "H", "H", "H", "Br", "C", "C", "Br", "H", "H", "H", "H", "Br", "C", "C", "Br", "H", "H", "H", "H"], "xyz": [[-6.03, -1.34, 6.48], [-6.42, -1.71, 5.63], [-6.46, -1.57, 7.36], [-5.95, -0.34, 6.31], [-5.09, -1.71, 6.47], [2.07, -4.90, 7.32], [2.84, -4.85, 6.67], [1.91, -4.00, 7.73], [2.26, -5.56, 8.06], [1.22, -5.15, 6.84], [6.30, 2.31, 5.46], [5.31, 2.50, 5.49], [6.66, 2.37, 6.40], [6.78, 2.99, 4.89], [6.37, 1.37, 5.12], [1.90, -6.66, -0.17], [1.15, -6.72, 0.51], [2.76, -6.79, 0.36], [2.00, -5.74, -0.57], [1.96, -7.40, -0.85], [2.42, 1.37, -2.56], [1.78, 1.09, -1.52], [1.29, 1.87, -0.61], [0.69, 1.04, 0.48], [0.62, -0.34, 0.00], [1.40, -0.40, -1.11], [1.63, -1.42, -1.78], [-0.66, 1.44, 0.80], [-0.75, 1.38, 2.17], [-1.71, 1.69, 2.91], [0.62, 1.11, 2.79], [1.48, 1.06, 1.71], [1.03, 1.11, 3.95], [-4.89, -2.48, -3.31], [-5.96, -1.00, -4.04], [-5.35, 0.36, -3.61], [-5.85, 1.81, -4.98], [-7.02, -1.16, -3.82], [-5.68, -1.05, -5.09], [-4.27, 0.33, -3.43], [-5.65, 0.66, -2.61], [9.86, -2.59, -5.47], [8.43, -3.67, -6.23], [8.81, -5.17, -6.24], [7.19, -6.36, -6.23], [8.41, -3.42, -7.29], [7.42, -3.49, -5.89], [9.35, -5.33, -5.30], [9.50, -5.33, -7.07], [-4.83, 7.53, -1.33], [-3.10, 7.88, -2.26], [-2.10, 6.74, -2.25], [-0.70, 7.42, -3.46], [-2.52, 8.62, -1.72], [-3.43, 8.15, -3.27], [-2.51, 5.78, -2.56], [-1.58, 6.61, -1.30], [-7.13, 5.80, 7.30], [-5.80, 6.36, 8.72], [-4.48, 6.98, 8.14], [-3.10, 7.06, 9.47], [-5.69, 5.42, 9.26], [-6.30, 7.02, 9.43], [-4.62, 7.96, 7.67], [-4.11, 6.21, 7.47], [1.43, -5.98, -9.91], [1.44, -4.00, -9.35], [0.33, -3.67, -8.31], [-1.46, -3.75, -9.25], [1.37, -3.47, -10.30], [2.48, -3.89, -9.04], [0.41, -2.69, -7.84], [0.34, -4.35, -7.46]], "lowdin_charge": [0.3545, 0.1631, 0.1658, 0.1635, 0.1532, 0.3551, 0.1607, 0.1605, 0.1652, 0.1585, 0.3559, 0.1602, 0.1598, 0.1660, 0.1578, 0.3552, 0.1591, 0.1535, 0.1647, 0.1668, 0.1079, -0.3538, 0.2384, -0.9588, 0.1954, -0.3155, 0.0877, 0.2447, -0.2962, 0.0940, -0.3230, 0.1999, 0.0804, 0.5579, -0.6594, -0.6249, 0.5456, 0.0640, 0.0280, 0.0395, 0.0490, 0.6273, -0.7116, -0.6471, 0.5428, 0.0481, 0.0460, 0.0273, 0.0671, 0.5431, -0.7120, -0.6590, 0.6279, 0.0475, 0.0402, 0.0597, 0.0527, 0.5209, -0.6306, -0.7013, 0.6294, 0.0301, 0.0550, 0.0650, 0.0316, 0.4904, -0.5976, -0.6043, 0.5329, 0.0435, 0.0401, 0.0516, 0.0436]}